Below is a molecular structure, C30H28Br2N2O2Zn, with properties calculated with wB97M-V/def2-TZVPD.

LUMO, hartree: -0.02301
Net charge: 0
Total energy, eV: -227144.0194

Positions of all 65 atoms, in Å:
C  -5.847  2.493  -0.316
O  -4.438  2.238  -0.100
C  -3.817  1.306  -0.877
C  -2.424  1.146  -0.657
C  -1.794  0.021  -1.153
C  -2.517  -0.853  -2.039
C  -3.866  -0.670  -2.307
C  -4.520  0.429  -1.742
N  -1.746  -1.996  -2.223
C  -2.086  -3.162  -3.011
C  -0.584  -1.883  -1.496
C  -0.578  -0.685  -0.795
C  0.388  -0.378  0.322
C  1.767  -0.847  -0.084
C  2.239  -2.137  0.107
N  3.545  -2.231  -0.326
C  4.289  -3.473  -0.370
C  3.963  -0.980  -0.774
C  2.858  -0.082  -0.645
C  3.039  1.265  -0.924
C  4.331  1.713  -1.289
O  4.590  3.046  -1.490
C  3.569  3.888  -2.085
C  5.421  0.813  -1.399
C  5.234  -0.543  -1.132
H  -6.063  3.371  0.295
H  -6.059  2.706  -1.374
H  -6.459  1.642  0.018
H  -1.887  1.852  -0.029
H  -4.421  -1.383  -2.909
H  -5.586  0.589  -1.906
H  -3.165  -3.209  -3.184
H  -1.556  -3.156  -3.973
H  -1.769  -4.056  -2.465
H  0.154  -2.678  -1.486
H  0.423  0.715  0.430
H  1.727  -2.986  0.552
H  5.327  -3.271  -0.645
H  4.253  -3.958  0.612
H  3.845  -4.165  -1.100
H  2.203  1.960  -0.798
H  4.115  4.671  -2.621
H  2.928  3.325  -2.781
H  2.948  4.335  -1.292
H  6.390  1.218  -1.680
H  6.067  -1.237  -1.183
Br  4.276  2.794  3.448
Zn  2.994  3.478  1.721
Br  0.896  3.658  0.829
C  0.442  -0.272  3.831
C  1.029  -0.794  2.714
C  0.006  -1.051  1.616
C  -1.274  -0.553  2.291
C  -0.980  -0.072  3.580
C  -1.993  0.498  4.360
C  -3.290  0.549  3.849
C  -3.593  -0.010  2.599
C  -2.582  -0.621  1.845
H  0.923  0.004  4.769
H  2.088  -0.984  2.561
H  -0.119  -2.129  1.424
H  -1.740  0.911  5.337
H  -4.089  1.013  4.421
H  -4.609  0.008  2.203
H  -2.815  -1.150  0.925

These are the Löwdin partial charges, in e, on atoms 1 to 5:
1. C -0.069
2. O -0.106
3. C -0.275
4. C 0.042
5. C -0.126